{
  "formula": "C7H7BrFNO2",
  "method": "ωB97M-V/def2-TZVPD",
  "species": ["C", "N", "C", "C", "Br", "C", "C", "F", "C", "O", "O", "C", "H", "H", "H", "H", "H", "H", "H"],
  "positions_angstrom": [[-1.7441, -1.8785, -0.8173], [-0.5582, -1.1043, -0.4421], [-0.0428, -1.1026, 0.7829], [0.6177, -0.3971, 1.7270], [0.6476, -1.2924, 3.3730], [1.1517, 0.9318, 1.7684], [1.3856, 1.7890, 0.7735], [1.9116, 2.9974, 0.8523], [0.6247, 1.4051, -0.6482], [1.3641, 1.9801, -1.6966], [-0.8557, 1.3503, -0.7933], [-0.3895, -0.0106, -1.3650], [-1.4586, -2.9386, -1.0444], [-2.5254, -1.9405, -0.0132], [-2.2672, -1.4214, -1.7020], [-0.3555, -2.0638, 1.1704], [1.6362, 1.1377, 2.6495], [0.9107, 2.6299, -2.2115], [-0.0529, -0.0716, -2.3632]],
  "forces_ev_per_angstrom": [[-1.0, -1.4, 0.4], [-0.7, 2.8, -4.6], [-0.6, -2.1, 2.2], [-0.9, 0.1, -1.8], [0.4, -0.3, 0.9], [1.1, 0.6, -1.4], [-3.8, -2.7, -2.6], [0.1, -0.2, -0.1], [-1.6, -1.4, -1.5], [0.0, -0.9, 1.2], [2.8, -0.7, -1.1], [3.4, 4.2, 6.5], [-0.3, 0.9, 0.0], [0.8, 0.3, -0.5], [0.8, -0.4, 0.8], [0.1, -0.2, 0.5], [0.8, 0.8, 2.3], [-0.9, 0.7, -0.3], [-0.4, -0.2, -1.0]],
  "total_charge": 0,
  "e_homo_ev": -7.7,
  "e_lumo_ev": 0.4,
  "spin_multiplicity": 1,
  "e_tot_ev": -85711.39350,
  "de_lowest_ev": 1.307,
  "gap_ev": 8.06,
  "smiles": "CN1C=C(Br)C=C(F)[C@]2(O)O[C@H]12"
}

***

{
  "formula": "C7H7Cl2O2",
  "method": "ωB97M-V/def2-TZVPD",
  "species": ["C", "C", "C", "C", "C", "C", "C", "O", "O", "Cl", "Cl", "H", "H", "H", "H", "H", "H", "H"],
  "positions_angstrom": [[-3.0613, 0.2411, -0.1626], [-3.2059, 1.4905, 0.2436], [-1.8745, -0.5484, -0.4766], [-0.5944, 1.4660, -0.9027], [-0.5408, 0.1582, -0.1587], [-0.4734, 0.3941, 1.3869], [0.5911, -0.7943, -0.5775], [-3.6896, 2.5787, 0.4727], [-2.0617, -1.5965, -1.0880], [-4.5188, -0.7228, -0.1215], [0.8368, 2.6469, -0.5160], [-0.6265, 1.4515, -2.0084], [0.5585, 0.7857, 1.4200], [-0.8637, -0.4215, 2.0396], [-1.2395, 1.2184, 1.5599], [1.5403, -0.3681, -0.5506], [0.4058, -0.9908, -1.5697], [0.6396, -1.7322, -0.1032]],
  "forces_ev_per_angstrom": [[-0.4, -0.6, 0.7], [-0.4, 4.3, -0.5], [-0.4, 0.6, -1.5], [-0.9, 0.9, 0.4], [0.3, -1.4, 0.4], [-1.4, 1.5, -1.0], [-1.2, 0.8, 0.5], [1.4, -3.5, -0.3], [1.2, 0.4, 0.9], [-0.8, -0.1, 0.1], [-0.8, -0.9, -0.1], [0.2, -0.4, 0.7], [-0.5, -0.4, 1.3], [1.2, 0.1, -0.6], [1.4, -0.6, 0.1], [1.6, 1.2, 0.4], [-0.3, -0.7, -2.5], [-0.2, -1.2, 1.0]],
  "total_charge": -1,
  "e_homo_ev": [-3.0, -3.0],
  "e_lumo_ev": [3.3, 3.3],
  "spin_multiplicity": 1,
  "e_tot_ev": -36510.70707,
  "de_lowest_ev": 1.782,
  "gap_ev": [6.30, 6.30]
}

***

{
  "formula": "C7H7ClFN",
  "method": "ωB97M-V/def2-TZVPD",
  "species": ["C", "C", "F", "C", "Cl", "C", "C", "C", "C", "N", "H", "H", "H", "H", "H", "H", "H"],
  "positions_angstrom": [[-3.1158, -0.1094, -0.5030], [-2.0621, -0.2827, 0.3452], [-2.3842, -0.5337, 1.6354], [-0.5613, -0.1808, 0.0445], [-0.3765, 1.6798, 0.2291], [0.1587, -0.3489, -1.2682], [1.4668, -0.1372, -1.4066], [2.3816, 0.0746, -0.3839], [2.2521, 0.2500, 0.9363], [2.2746, 0.7216, 2.0329], [-4.0598, -0.1066, -0.2084], [-2.5988, 0.1083, -1.4865], [-0.0590, -0.7140, 0.8563], [-0.3879, -0.3838, -2.2182], [1.5969, -0.0450, -2.4521], [3.4522, 0.1306, -0.6408], [2.3630, 0.2543, 2.8357]],
  "forces_ev_per_angstrom": [[8.5, 0.0, -1.3], [-2.4, -0.6, -1.8], [1.0, 0.0, 0.2], [-0.7, 1.0, 0.2], [0.1, 0.0, 0.9], [-1.9, -0.4, -0.2], [-2.6, -0.7, -0.3], [2.8, 0.3, 1.5], [0.0, 0.2, -2.0], [-0.4, 2.4, -2.6], [-4.0, 0.0, 0.8], [-1.9, -0.2, 0.6], [0.2, 0.4, 0.1], [-0.3, -0.1, 0.7], [1.8, 0.0, -0.7], [-0.5, 0.0, 0.0], [0.3, -2.4, 3.8]],
  "total_charge": 0,
  "e_homo_ev": -8.3,
  "e_lumo_ev": 0.5,
  "spin_multiplicity": 1,
  "e_tot_ev": -24098.34583,
  "de_lowest_ev": 4.156,
  "gap_ev": 8.73,
  "smiles": "C=C(F)[C@H](Cl)/C=C\\C=C=N"
}

***

{
  "formula": "C7H7ClN2O2",
  "method": "ωB97M-V/def2-TZVPD",
  "species": ["C", "C", "C", "C", "C", "C", "C", "H", "H", "H", "H", "H", "H", "H", "N", "N", "O", "O", "Cl"],
  "positions_angstrom": [[-3.4245, 0.0581, 0.2695], [-2.2341, 0.9511, 0.0702], [-0.0377, 0.9232, -0.0734], [1.1856, 0.0528, -0.3027], [1.0885, -1.2621, 0.0545], [3.3102, -1.2206, 0.0508], [3.4133, 0.1215, -0.3517], [-4.5038, 0.5248, -0.3369], [-3.4944, -0.0019, 1.6117], [-1.8978, 1.2050, -1.0396], [-2.3029, 1.7694, 0.7366], [0.2039, -1.6064, 0.4797], [4.2383, -1.7502, -0.0485], [4.3323, 0.5953, -0.5571], [2.1812, -1.8992, 0.2340], [2.3034, 0.8009, -0.3603], [-1.0508, 0.1204, 0.2918], [-0.1487, 2.1058, -0.2301], [-3.1619, -1.4877, -0.4986]],
  "forces_ev_per_angstrom": [[-3.0, 1.6, 1.8], [0.6, -1.7, -3.4], [1.1, -1.1, -0.5], [-0.8, 3.7, 1.6], [0.1, 1.9, 0.1], [1.1, -0.2, -2.1], [-1.2, -2.0, 1.2], [3.4, -1.1, 2.5], [-0.4, -0.2, -4.3], [-2.5, 0.4, 2.0], [0.2, 1.0, 0.3], [-1.6, -1.1, -0.2], [0.3, -0.7, 0.8], [1.0, 0.5, 0.0], [3.1, -1.8, 0.7], [-1.3, 0.1, -1.4], [-0.7, 1.6, 0.9], [0.7, -0.1, 0.0], [-0.2, -0.7, 0.0]],
  "total_charge": 0,
  "e_homo_ev": -9.6,
  "e_lumo_ev": -0.2,
  "spin_multiplicity": 1,
  "e_tot_ev": -26966.80561,
  "de_lowest_ev": 3.447,
  "gap_ev": 9.39
}